68
Properties=species:S:1:pos:R:3:forces:R:3:nbo_charge:R:1 method="wB97M-V/def2-TZVPD" gap_ev="5.508 / 5.865" total_charge=+2 multiplicity=2 e_homo_ev="-13.35 / -13.35" e_lumo_ev="-7.843 / -7.489" s_squared=1.018 max_force_ev_per_a=1.020 e_above_lowest_kcal_mol=4.97
Re -0.2039 -0.8648 0.8345 -0.15 -0.92 -0.42 0.86
N -1.2699 2.3200 3.4329 0.05 -0.04 -0.12 -0.46
C -1.1981 3.1360 2.3224 -0.02 -0.02 0.05 -0.04
C -0.8394 2.3437 1.2796 -0.02 -0.07 -0.02 -0.02
N -0.6910 1.0559 1.7407 -0.04 0.37 0.16 -0.55
C -0.9551 1.0815 3.0394 0.07 -0.16 0.13 0.33
C -0.8129 -0.1866 3.7156 0.01 0.19 -0.07 0.34
N -0.3878 -1.1962 2.9588 -0.19 0.09 0.19 -0.50
C -0.3185 -2.2983 3.7875 0.02 -0.01 0.02 -0.04
C -0.7012 -1.9319 5.0368 0.01 0.04 0.00 -0.03
N -1.0113 -0.5891 4.9748 0.05 -0.12 -0.19 -0.46
H -1.4989 2.6239 4.3673 0.00 -0.01 -0.04 0.45
H -1.4073 4.1870 2.3799 -0.01 0.08 -0.02 0.26
H -0.6643 2.5964 0.2511 0.01 0.03 -0.07 0.27
H 0.0154 -3.2563 3.4327 -0.01 -0.02 0.00 0.26
H -0.7724 -2.4870 5.9531 0.00 -0.06 0.04 0.26
H -1.3496 -0.0327 5.7444 0.02 0.01 0.01 0.45
Ge 2.3292 -0.3244 0.9779 -0.01 0.07 0.17 1.19
C 2.2998 1.5781 0.6671 0.16 0.09 0.11 -0.39
C 2.0080 2.1331 -0.5751 0.02 0.05 -0.02 -0.23
C 1.9892 3.5082 -0.7473 0.01 0.03 0.01 -0.20
C 2.2658 4.3441 0.3270 -0.01 0.02 -0.04 -0.19
C 2.5684 3.8037 1.5682 -0.01 -0.04 0.02 -0.20
C 2.5845 2.4261 1.7384 -0.06 0.02 0.03 -0.24
C 3.1906 -1.5101 -0.2561 0.16 -0.07 -0.19 -0.51
C 4.2591 -2.2938 0.1843 0.00 -0.02 0.00 -0.14
C 4.9033 -3.1517 -0.6946 -0.01 0.00 -0.01 -0.21
C 4.4869 -3.2345 -2.0156 0.00 0.00 -0.01 -0.17
C 3.4214 -2.4646 -2.4643 0.02 0.00 0.02 -0.19
C 2.7764 -1.6058 -1.5904 -0.08 0.01 0.01 -0.22
H 2.7300 -0.6059 2.4326 0.00 -0.02 -0.01 -0.12
H 1.8034 1.4977 -1.4211 -0.03 -0.14 -0.16 0.21
H 1.7762 3.9271 -1.7215 -0.01 0.02 -0.02 0.23
H 2.2669 5.4165 0.1904 0.00 0.04 -0.01 0.24
H 2.8098 4.4533 2.3982 0.01 0.02 0.03 0.23
H 2.8372 2.0188 2.7111 0.01 -0.03 0.01 0.22
H 4.5981 -2.2388 1.2117 0.00 0.02 0.02 0.22
H 5.7323 -3.7531 -0.3496 0.02 -0.01 0.01 0.24
H 4.9955 -3.8999 -2.6989 0.01 -0.03 -0.02 0.24
H 3.0979 -2.5325 -3.4936 -0.01 0.00 -0.03 0.23
H 1.9362 -1.0210 -1.9540 0.01 0.01 0.03 0.21
Se 0.4698 -2.9616 0.4703 0.00 0.50 0.13 0.39
O -0.6049 -0.1429 -0.8146 0.03 0.32 0.13 -0.66
C -1.8812 -0.3578 -1.5846 0.25 -0.24 0.19 0.11
C -1.6786 0.1993 -2.9672 0.30 0.13 0.16 -0.18
C -0.5280 0.6939 -3.5050 -0.22 -0.02 -0.15 -0.26
C -0.6791 1.0569 -4.8720 -0.17 -0.08 0.05 -0.25
C -1.9386 0.8176 -5.3274 0.09 -0.01 0.10 -0.39
S -2.9503 0.1577 -4.1143 -0.03 0.04 -0.12 0.49
C -2.0249 -1.8512 -1.6310 -0.23 -0.07 -0.27 -0.26
C -2.7704 -2.7203 -0.8885 0.00 -0.10 0.01 -0.26
C -2.4269 -4.0760 -1.1325 0.08 0.03 -0.12 -0.26
C -1.4462 -4.2000 -2.0731 -0.08 0.11 0.02 -0.39
S -0.9529 -2.6835 -2.6883 0.04 -0.20 0.12 0.52
C -2.9117 0.3981 -0.8118 -0.28 0.31 -0.16 -0.25
C -3.2574 1.7018 -1.0274 0.01 -0.23 0.02 -0.20
C -4.1235 2.2207 -0.0303 -0.04 -0.15 0.15 -0.24
C -4.4024 1.3050 0.9361 0.02 0.17 -0.01 -0.40
S -3.6552 -0.1999 0.6223 0.04 0.11 0.21 0.44
H 0.3928 0.7784 -2.9617 0.20 0.04 0.17 0.22
H 0.1103 1.4678 -5.4790 0.04 0.03 -0.06 0.24
H -2.3331 0.9938 -6.3126 -0.04 0.02 -0.08 0.26
H -3.5492 -2.4393 -0.1970 0.03 -0.08 -0.09 0.24
H -2.9161 -4.9124 -0.6618 -0.03 -0.10 0.04 0.25
H -1.0280 -5.1054 -2.4763 0.03 -0.10 -0.03 0.26
H -2.9109 2.2651 -1.8790 0.04 0.04 -0.08 0.25
H -4.5377 3.2150 -0.0471 -0.04 0.09 0.00 0.25
H -5.0657 1.4068 1.7772 -0.08 0.02 0.07 0.26

***

17
Properties=species:S:1:pos:R:3:forces:R:3:nbo_charge:R:1 method="wB97M-V/def2-TZVPD" gap_ev=6.643 e_homo_ev=-6.50 e_lumo_ev=0.139 max_force_ev_per_a=3.020 e_above_lowest_kcal_mol=100.17
C -0.6318 0.7204 1.3069 -2.57 -0.80 -1.35 -0.71
C -0.9897 -1.6812 -0.7738 1.52 0.60 0.46 -0.44
C -0.6625 0.7594 -0.1610 1.21 -0.44 -2.73 0.74
C 2.1267 -0.0913 0.1548 -2.81 0.71 -0.28 0.46
N -0.9323 -0.2294 -1.0403 -1.31 0.77 0.95 -0.53
O -0.5119 1.9081 -0.7927 -0.63 -0.95 -1.71 -0.65
F 2.4588 0.9084 1.1532 0.62 -0.73 -0.55 -0.46
F 3.0411 0.0372 -0.8531 0.75 -0.23 0.82 -0.40
F 2.3542 -1.3009 0.8132 0.96 0.34 -0.13 -0.42
H -0.7827 1.7334 1.6266 -0.20 0.25 0.64 0.23
H -1.4529 0.0095 1.5516 0.55 0.63 0.64 0.23
H 0.3098 0.3545 1.5296 1.78 -0.72 1.02 0.32
H 0.1303 -1.9366 -0.8216 -1.59 -0.33 0.29 0.25
H -1.3381 -1.7223 0.3049 0.15 -0.95 -1.52 0.22
H -1.5798 -2.2337 -1.6059 0.79 1.09 1.87 0.23
H -1.1785 0.0082 -1.9933 0.57 0.63 0.24 0.42
H -0.3606 2.7563 -0.3990 0.22 0.14 1.33 0.53